Entry 1:
{"formula": "CH3IO3S", "method": "ωB97M-V with the def2-TZVPD basis set", "total_energy_ha": -961.34716, "spin_multiplicity": 1, "gap_ev": [8.376, 8.375], "fmax_ev_per_a": 6.78, "smiles": "COS(=O)(=O)I", "de_lowest_ev": 3.142, "e_lumo_ev": [-2.1, -2.1], "symbols": ["C", "O", "O", "O", "S", "I", "H", "H", "H"], "xyz": [[0.105417, -0.096510, 0.334338], [2.818019, 2.366939, 0.945409], [1.402477, 1.963605, -1.583771], [0.959357, 0.756668, 0.987536], [2.125284, 1.404030, 0.122381], [3.570496, -0.519880, -0.175558], [-0.948604, 0.124448, 0.561298], [0.193102, -1.101478, 0.632042], [0.095799, 0.130497, -0.724951]], "forces_ev_per_angstrom": [[-3.203, 0.158, -1.571], [-0.970, -1.048, -0.918], [2.432, -2.142, 5.951], [1.598, 1.719, 0.902], [-1.531, 2.556, -4.346], [-0.117, 0.183, -0.190], [0.361, 0.488, 0.574], [0.909, -1.320, 0.048], [0.522, -0.594, -0.452]]}

***

Entry 2:
{"formula": "C28H47NO2P2Ru", "method": "ωB97M-V with the def2-TZVPD basis set", "total_energy_ha": -2077.17167, "spin_multiplicity": 5, "gap_ev": [6.800, 6.113], "fmax_ev_per_a": 6.90, "charge": 2, "e_lumo_ev": [-6.7, -7.6], "symbols": ["Ru", "C", "C", "C", "C", "C", "C", "H", "H", "H", "C", "H", "H", "H", "C", "H", "H", "H", "C", "H", "H", "H", "C", "H", "H", "H", "C", "C", "C", "C", "C", "C", "C", "C", "H", "H", "H", "H", "H", "H", "H", "H", "H", "H", "H", "H", "P", "P", "C", "C", "H", "H", "H", "H", "C", "H", "H", "H", "C", "H", "H", "H", "C", "H", "H", "H", "C", "H", "H", "H", "O", "C", "C", "C", "C", "O", "N", "H", "H", "H", "H"], "xyz": [[-0.132704, -0.660483, -3.132143], [-0.388516, -2.880214, 2.491411], [0.921607, -3.020319, 1.935222], [1.028477, -1.544972, 3.717251], [-0.333923, -1.885488, 3.501625], [1.799144, -2.226678, 2.740559], [-1.639931, -3.541244, 2.056263], [-1.513335, -4.050533, 1.088252], [-2.446901, -2.791634, 1.980638], [-1.978318, -4.289260, 2.799660], [-1.476371, -1.170910, 4.106828], [-2.347269, -1.210634, 3.430946], [-1.208048, -0.109168, 4.216321], [-1.752324, -1.583317, 5.083594], [1.495086, -0.539825, 4.681376], [1.296177, -0.858548, 5.712018], [0.948927, 0.402693, 4.518700], [2.564940, -0.351778, 4.571364], [3.226217, -1.984161, 2.456035], [3.877923, -2.681745, 3.013313], [3.500882, -0.968253, 2.763409], [3.441806, -2.111740, 1.385164], [1.303945, -3.671071, 0.677258], [2.031763, -4.477729, 0.843783], [1.790815, -2.943287, -0.001203], [0.430042, -4.098722, 0.165255], [-1.148665, 0.273948, -4.531759], [-1.486702, -1.130976, -4.478609], [-0.809367, -2.185678, -5.301609], [0.724438, -1.978125, -5.393138], [1.351867, -1.319130, -4.207774], [1.509204, 0.105185, -3.970973], [1.167301, 1.164998, -4.990083], [-0.273230, 1.000268, -5.530496], [-1.319583, -2.280452, -6.275030], [1.020781, -1.532533, -6.345488], [-1.002339, -3.137751, -4.778442], [-0.270478, 0.542734, -6.534348], [-1.949779, 0.918235, -4.151342], [-2.509288, -1.344923, -4.160866], [-0.706782, 2.015941, -5.609389], [1.239782, 2.166475, -4.534586], [2.358406, 0.340879, -3.316020], [1.951147, 1.198938, -5.769715], [1.152975, -2.982193, -5.392034], [2.089529, -1.976634, -3.734590], [-1.664829, 0.739788, 0.671963], [1.735974, 0.822139, 0.800077], [-0.666854, 1.674298, -0.638300], [0.789795, 1.998882, -0.305313], [-1.226480, 2.618235, -0.712481], [-0.715773, 1.106530, -1.616859], [1.337674, 2.116678, -1.260473], [0.856217, 2.959692, 0.232518], [2.359908, 1.860824, 2.166583], [3.241810, 1.381704, 2.617891], [1.591768, 1.979966, 2.948580], [2.624865, 2.846037, 1.769032], [3.173578, 0.740534, -0.358203], [3.211908, 1.682972, -0.925350], [3.014643, -0.078431, -1.084952], [4.117283, 0.597656, 0.181201], [-3.262601, 0.819210, -0.200706], [-3.937736, 0.114057, 0.301033], [-3.151202, 0.514556, -1.248741], [-3.682519, 1.826928, -0.161588], [-1.297923, -0.941686, -0.229273], [-0.255178, -1.226015, -0.058722], [-1.421492, -0.772653, -1.335070], [-1.976191, -1.751546, 0.078401], [-2.958319, 3.779719, 0.349028], [-2.513984, 3.572834, 1.471433], [-2.511535, 4.621315, 2.579094], [-1.771757, 3.974193, 3.709423], [-1.284222, 2.649857, 3.145431], [-0.418607, 1.958691, 3.684657], [-1.922043, 2.405583, 1.940243], [-2.011762, 5.531030, 2.221418], [-3.543086, 4.876540, 2.844680], [-0.942037, 4.591457, 4.070586], [-2.448649, 3.798206, 4.556113]], "forces_ev_per_angstrom": [[-0.414, -0.233, 6.883], [0.049, -0.011, -0.257], [-0.272, 0.606, 0.885], [-0.139, 0.070, -0.069], [0.066, -0.030, 0.029], [0.000, 0.019, -0.517], [-0.232, -0.196, -0.216], [-0.164, 0.153, 0.400], [0.219, -0.390, 0.000], [0.200, 0.295, -0.289], [-0.267, 0.284, -0.366], [0.193, -0.127, 0.442], [-0.081, -0.336, 0.191], [-0.032, 0.059, -0.074], [0.230, 0.262, 0.052], [0.006, 0.037, -0.106], [0.103, -0.235, 0.118], [-0.147, -0.017, 0.162], [0.427, -0.097, 0.001], [-0.217, 0.186, -0.162], [0.054, -0.267, -0.108], [-0.017, 0.036, 0.354], [-0.023, -0.447, -0.621], [-0.123, 0.137, -0.039], [-0.171, -0.243, 0.304], [0.352, 0.093, 0.129], [-1.106, 0.001, -1.638], [-0.132, 1.201, -1.945], [-0.270, -0.440, 0.038], [0.028, -1.073, -1.291], [1.205, 0.573, -1.175], [0.736, -0.610, -1.922], [0.221, 0.680, -0.132], [0.319, 0.618, -0.533], [0.421, 0.034, 0.150], [-0.066, 0.181, 0.112], [0.074, 0.153, -0.281], [-0.172, 0.082, 0.465], [0.217, -0.136, 0.348], [0.257, -0.147, 0.510], [0.254, -0.580, -0.372], [0.018, -0.420, 0.151], [-0.560, 0.021, 0.316], [-0.484, -0.225, 0.062], [-0.015, 0.036, -0.403], [-0.276, 0.273, 0.535], [0.458, 0.452, -2.608], [-0.196, -0.621, -0.603], [-0.183, 0.352, 0.789], [0.049, 0.422, 0.310], [0.076, -0.282, -0.496], [-0.272, 0.613, 0.976], [-0.227, 0.065, 0.576], [-0.172, -0.122, -0.379], [-0.053, 0.338, 0.013], [-0.192, 0.215, -0.208], [0.318, -0.065, -0.456], [0.207, -0.050, 0.253], [0.231, 0.000, -0.011], [0.361, -0.301, 0.255], [0.209, 0.256, 0.381], [-0.140, -0.131, -0.265], [-0.803, 0.291, 0.806], [-0.068, 0.163, -0.229], [0.112, 0.086, 0.314], [0.002, -0.237, -0.007], [0.313, -0.716, 0.378], [-0.074, -0.074, 0.120], [-0.410, 0.003, 0.836], [0.245, 0.298, -0.171], [0.663, -0.656, 1.155], [-0.972, 1.232, -1.030], [-0.266, 0.275, -0.511], [0.131, 0.016, 0.596], [0.915, -0.276, 0.900], [-1.253, 0.199, -0.893], [0.496, -0.711, -0.492], [-0.269, -0.250, -0.085], [0.169, 0.006, -0.284], [-0.039, -0.413, 0.019], [0.365, -0.211, -0.072]]}